Formula: C44H96O12
Source: the OMol25 dataset
Level of theory: ωB97M-V/def2-TZVPD

Positions of all 152 atoms, in Å:
C (0.9992, -22.3242, -19.7570)
O (-3.2556, -16.0304, -11.3318)
H (-6.2271, -24.0939, -15.4237)
C (2.7297, -13.3750, -16.9553)
H (-10.5178, -19.8235, -25.3223)
C (-8.6428, -20.0099, -26.2749)
H (-3.6518, -15.6746, -14.5590)
H (-9.0922, -24.2710, -22.2321)
C (-6.0076, -16.9896, -20.1585)
H (-8.1680, -8.6076, -15.8428)
H (-4.7632, -14.6751, -10.9503)
H (-9.6998, -10.7256, -14.7169)
H (-10.4709, -19.4168, -28.1431)
H (-13.7194, -15.0805, -14.1270)
C (-9.9010, -9.7088, -15.0543)
C (-5.6397, -23.8281, -14.5449)
H (1.0711, -23.0712, -18.9665)
C (-5.0706, -15.7326, -12.8068)
C (-7.1212, -15.8940, -19.8540)
H (-14.9466, -18.0785, -12.4286)
H (-8.0832, -19.5827, -27.1071)
O (-14.0093, -17.8728, -12.4037)
H (-15.2042, -14.7226, -22.9348)
H (2.5821, -13.8662, -14.8741)
H (-13.7487, -16.6856, -14.6894)
H (-1.8017, -23.1844, -20.0285)
H (2.8276, -12.4751, -17.5624)
C (-7.3889, -26.8511, -21.1814)
H (-16.9365, -23.2440, -20.8065)
H (-1.7685, -15.9521, -12.7296)
H (-3.6836, -24.7475, -14.3787)
O (-16.8713, -20.6330, -21.4926)
H (-10.9904, -6.9875, -13.4926)
C (-2.7603, -11.2148, -25.5574)
H (-16.3042, -11.1118, -22.6474)
H (-17.4177, -14.5806, -22.0006)
C (-16.0200, -21.3640, -20.6216)
H (1.6168, -12.4656, -15.4430)
O (-6.3094, -18.1529, -19.3738)
C (-10.7319, -7.6158, -14.3450)
C (-9.9975, -17.9194, -26.1502)
H (-7.6523, -24.1732, -21.0775)
C (-7.7028, -18.1639, -19.0846)
H (-7.8080, -18.5348, -18.0650)
C (-8.1580, -16.7030, -19.0400)
C (-14.8911, -12.6304, -22.3295)
H (-5.7430, -14.9463, -13.1501)
C (-11.0026, -9.1005, -14.1879)
H (-13.9960, -21.3605, -20.0459)
H (-1.7859, -10.9733, -25.9821)
H (-14.4141, -13.1113, -21.4754)
C (-15.9973, -22.7829, -21.1123)
H (-7.0852, -27.8335, -21.5429)
H (-11.0204, -9.4333, -13.1501)
H (4.6065, -13.5493, -16.8219)
C (-8.3904, -24.7955, -21.5835)
C (-4.7078, -24.9295, -14.0531)
C (-8.7734, -26.8744, -20.5118)
O (-0.3034, -23.4200, -21.2976)
H (-8.0473, -19.7504, -25.3996)
C (-4.2970, -12.8460, -26.3359)
H (-5.0294, -16.6460, -19.8219)
C (-5.6582, -23.6523, -12.2702)
C (-13.7039, -16.4965, -12.4989)
H (-2.8678, -17.3662, -12.8846)
C (-3.8194, -11.4509, -26.5707)
H (-17.6853, -13.3690, -23.3407)
H (-8.4134, -16.2179, -18.0979)
H (-9.7358, -17.4366, -27.0918)
H (-16.4993, -20.5896, -22.3765)
C (-14.1251, -16.0613, -13.8790)
C (-15.6300, -13.7288, -23.0727)
H (3.4222, -12.3424, -15.2889)
C (-16.0001, -11.7646, -21.8293)
C (-2.6534, -12.4746, -24.7081)
H (-10.3073, -9.7931, -16.0622)
H (-7.5087, -15.4940, -20.7910)
H (1.3287, -15.0532, -16.7902)
H (-0.7968, -21.5558, -18.7732)
H (-5.2253, -16.3882, -10.7671)
H (-15.1989, -16.1766, -14.0270)
H (-15.7330, -23.0110, -22.1448)
H (-5.3160, -25.7829, -12.1143)
C (-3.7654, -15.4559, -13.4972)
H (-5.9770, -17.2575, -21.2146)
C (-12.1908, -16.3905, -12.3186)
C (-17.0692, -13.6738, -22.4948)
H (-5.0708, -22.7366, -12.2029)
O (-9.0920, -25.5185, -20.5677)
H (1.6102, -23.9030, -21.1486)
H (0.6895, -13.5286, -17.4116)
H (-3.5103, -14.4080, -13.3392)
H (-16.3575, -21.3067, -19.5867)
H (-3.6058, -11.2451, -27.6195)
H (-15.6449, -11.1309, -21.0167)
O (-6.4477, -23.5552, -13.4203)
C (-4.7970, -24.9156, -12.5224)
C (1.0602, -22.9655, -21.0669)
H (-2.5277, -12.2296, -23.6535)
H (-4.6767, -10.8454, -26.2764)
C (-14.6903, -20.6936, -20.5571)
H (-11.2452, -7.1203, -15.1692)
C (-2.7951, -16.3068, -12.6384)
H (-6.6611, -15.0614, -19.3218)
H (-5.1028, -22.8954, -14.7174)
H (-3.0603, -10.4226, -24.8716)
H (-11.0338, -17.6533, -25.9418)
O (-10.7833, -19.8574, -27.3494)
H (-7.9439, -9.0434, -14.1775)
C (-10.0588, -19.4520, -26.2385)
H (-8.6962, -21.0964, -26.3442)
H (-3.8337, -13.4702, -27.1000)
H (-14.2691, -20.6151, -21.5593)
O (3.9096, -14.1583, -17.0768)
H (-5.4102, -16.7325, -13.0767)
H (-5.3529, -13.0399, -26.5243)
C (-7.6315, -25.8698, -22.3503)
H (-14.8595, -19.7279, -20.0806)
C (-8.6966, -8.7192, -14.8962)
H (-6.6240, -26.5284, -20.4750)
H (-12.0203, -9.1599, -14.5737)
H (-11.6906, -16.7082, -13.2335)
C (2.5720, -12.9855, -15.5163)
H (-15.2784, -23.4002, -20.5736)
H (-3.8326, -25.0137, -12.0240)
H (-14.3146, -15.9118, -11.8110)
H (-9.4002, -17.4536, -25.3664)
O (-17.1139, -12.5910, -21.5440)
H (-8.1446, -26.3515, -23.1827)
H (1.7310, -14.4868, -18.4417)
C (1.5593, -14.1855, -17.4083)
H (-11.8018, -16.9247, -11.4518)
H (-1.7544, -21.9860, -21.4374)
H (-14.0065, -12.2498, -22.8401)
H (-9.4965, -27.3524, -21.1727)
H (-0.2828, -20.7192, -20.2111)
C (-1.2026, -22.5714, -20.7018)
H (1.7685, -21.5538, -19.7048)
C (-0.3710, -21.7097, -19.7647)
H (-6.7328, -25.4214, -22.7739)
O (-3.8652, -13.1489, -25.0012)
H (-4.8627, -25.9097, -14.5040)
H (-8.2299, -18.7389, -19.8459)
H (-8.7665, -27.3355, -19.5241)
H (1.4675, -22.3451, -21.8652)
H (-9.1105, -16.5468, -19.5465)
O (-9.3111, -7.5184, -14.3622)
H (-15.6620, -13.5011, -24.1382)
H (-6.2150, -23.6969, -11.3342)
H (-11.9605, -15.3276, -12.2461)
H (-1.8134, -13.1318, -24.9329)
C (-4.6428, -15.6796, -11.3560)

Atomic forces in eV per Å
C 0.58 0.36 1.09
O 0.03 -0.27 0.71
H -0.21 0.09 0.27
C 0.03 -0.75 0.55
H -0.47 -0.15 -0.26
C 0.15 -0.27 0.03
H -0.44 -0.08 -0.03
H 0.00 0.35 0.37
C -0.58 0.46 0.64
H -0.22 0.58 -0.15
H 0.05 0.03 0.17
H 0.31 0.03 -0.09
H 0.20 0.12 0.04
H -0.60 0.39 0.11
C -0.17 -0.32 0.52
C 0.40 0.10 0.82
H 0.31 0.13 0.11
C 0.07 0.21 -0.96
C 1.26 -1.22 -0.15
H -0.10 0.40 -0.06
H -0.08 -0.19 -0.33
O 0.26 -1.09 0.73
H 0.19 0.11 -0.09
H -0.03 0.05 -0.02
H 0.54 -0.46 0.34
H -0.88 -0.03 -0.54
H -0.11 0.12 -0.24
C -0.06 -1.26 -0.77
H -0.27 -0.05 -0.67
H 0.07 -0.22 0.10
H 0.16 0.41 0.11
O -1.06 0.66 0.70
H -0.35 -0.27 0.29
C 1.85 0.63 0.88
H -0.03 0.49 -0.15
H -0.01 0.11 -0.17
C 0.48 -0.04 -1.18
H 0.14 0.26 0.50
O -0.14 0.61 -0.13
C 1.07 0.47 1.48
C -1.36 0.10 0.15
H -0.23 0.52 -0.21
C 0.41 0.90 0.90
H -0.15 -0.75 -0.31
C -0.95 1.38 -1.28
C 0.96 -1.87 0.90
H -0.59 -0.33 0.49
C -0.98 1.07 -0.36
H 0.11 0.40 0.53
H -0.03 0.23 -0.03
H -0.11 -0.05 0.44
C 0.21 -1.60 1.29
H 0.04 -0.10 0.01
H 0.30 0.12 -0.03
H 0.45 -0.26 0.00
C -0.05 -1.36 -0.18
C 1.36 -0.65 -0.57
C 1.29 0.07 -1.80
O 1.61 -0.78 -1.53
H -0.25 0.01 0.26
C 1.10 -0.98 -0.30
H 0.05 -0.04 -0.25
C 1.24 -0.24 0.12
C -0.06 -0.77 -1.05
H 0.04 -0.18 -0.01
C -2.08 0.90 -0.36
H -0.62 -0.41 0.13
H 0.78 -0.58 0.53
H 0.18 -0.23 -0.18
H 0.27 -0.18 0.06
C 0.24 0.22 -1.09
C -0.36 -0.41 -0.15
H -0.22 0.22 0.56
C 0.04 1.26 -0.96
C -0.21 -0.20 -0.76
H 0.48 0.21 -0.22
H -0.13 -0.10 0.08
H 0.28 0.02 0.06
H -0.05 -0.18 -0.05
H 0.11 0.04 0.25
H -0.19 0.68 0.27
H -0.41 0.70 -0.25
H -0.43 -0.05 -0.34
C 1.68 -0.61 -0.03
H 0.01 0.05 -0.11
C -0.46 0.85 -0.15
C 0.37 0.96 -0.39
H 0.54 0.11 0.06
O -1.42 1.81 1.33
H 0.36 0.11 0.37
H -0.17 -0.08 0.01
H 0.14 0.11 -0.08
H -0.93 -0.16 -0.24
H 0.28 0.02 0.16
H -0.64 -0.21 0.40
O -1.99 -0.11 0.11
C -0.39 -0.16 0.26
C -0.67 -2.13 -1.64
H -0.63 -0.19 0.12
H 0.04 0.52 -0.36
C 0.63 -0.39 -0.39
H 0.29 -0.38 -0.70
C -0.60 1.29 -0.57
H -0.18 -0.09 0.19
H 0.39 -0.01 -0.54
H 0.19 0.25 -0.27
H -0.08 0.52 -0.07
O -1.06 -0.58 -0.30
H -0.18 -0.15 0.17
C 2.32 1.19 0.75
H 0.24 -0.01 -0.18
H 0.57 -0.67 0.25
H 0.00 0.45 -0.15
O 0.20 0.09 -0.37
H -0.34 0.10 -0.03
H -0.17 0.29 0.85
C 0.90 0.12 0.71
H 0.63 0.02 -0.08
C -1.52 -0.34 0.29
H -0.06 0.31 -0.05
H -0.04 -1.01 -0.12
H -0.04 -0.40 0.09
C -0.04 0.41 -0.14
H 0.34 0.17 0.38
H 0.15 0.73 -0.10
H 0.39 0.06 0.58
H 0.21 -0.51 0.09
O 0.82 -0.52 0.52
H -0.40 0.05 0.23
H -0.13 -0.28 0.01
C -0.42 0.19 -0.92
H -0.18 0.04 -0.08
H -0.33 -0.08 0.14
H -0.59 0.71 -0.41
H -0.02 -0.79 0.15
H -0.02 0.24 0.08
C -0.21 0.20 1.69
H 0.11 -0.17 0.57
C -0.36 1.87 -0.09
H 0.22 -0.23 0.08
O -1.13 -0.84 0.27
H -0.69 -0.04 0.18
H -0.21 -0.12 0.18
H -0.21 0.52 0.13
H -0.45 0.45 -0.18
H -0.19 -0.50 -0.28
O 1.00 -0.01 -1.07
H -0.02 -0.17 -0.05
H -0.53 -0.16 -0.39
H 0.20 0.08 0.30
H 0.22 0.02 -0.45
C -0.21 -0.08 -0.02

Computed properties:
2S+1: 1
Kohn-Sham gap, eV: 9.58
SMILES: C1CCOC1.C1CCOC1.C1CCOC1.C1CCOC1.C1CCOC1.C1CCOC1.C1CCOC1.C1CCOC1.CC(C)O.CC(C)O.CC(C)O.CC(C)O
Lowest unoccupied orbital energy, eV: 0.176
Electronic energy, eV: -71746.9818

Atomic partial charges in e from the Mulliken method, atoms 1 to 2: atom 1 (C): -0.3408, atom 2 (O): -0.3916

***

Formula: C5H13N2
Source: the OMol25 dataset
Level of theory: ωB97M-V/def2-TZVPD

Positions of all 20 atoms, in Å:
H (-0.4603, 0.5070, -1.9315)
H (1.8592, 0.8397, 0.0400)
C (-0.7423, 1.3421, 0.0055)
H (1.9433, -0.1050, -1.4586)
H (-1.8695, -0.0879, 2.2071)
C (-0.0781, -2.0318, -0.3536)
C (1.7529, -0.2382, -0.3704)
H (-1.4441, 1.9379, -1.8940)
H (0.2971, 2.0011, -1.7456)
N (0.3780, -0.6723, 0.0664)
H (0.8160, -2.5873, -0.6015)
C (-0.7669, 0.1799, 2.0545)
H (-0.6074, -1.8057, -1.2596)
N (-0.4985, 0.2299, 0.6457)
H (-0.1642, -0.7225, 2.4428)
H (-0.3262, 1.0307, 2.6089)
C (-0.5481, 1.5060, -1.4723)
H (-1.0923, 2.1027, 0.5527)
H (-0.7930, -2.5638, 0.3060)
H (2.3443, -0.8623, 0.1571)

Atomic forces in eV per Å
H -0.16 0.26 -0.07
H -0.08 -1.81 -0.48
C 1.01 2.14 -4.61
H -0.45 -0.92 0.62
H 1.58 0.97 0.18
C 0.23 0.94 0.86
C -2.77 4.64 -0.35
H -0.06 0.41 -0.30
H 2.32 1.90 -0.74
N 0.17 -0.40 -0.53
H 0.00 -0.33 0.15
C 0.15 -3.25 1.65
H -0.46 0.00 -0.79
N 0.85 -4.03 0.85
H -1.05 1.21 -0.32
H -0.72 -0.06 -0.44
C -2.46 -2.81 1.06
H -1.31 2.63 2.00
H 0.69 0.63 0.02
H 2.52 -2.13 1.22

Computed properties:
2S+1: 3
Kohn-Sham gap (spin up / spin down), eV: 7.77 / 8.18
Expectation value of S²: 2.008
Net charge: +1
Lowest unoccupied orbital energy (spin up / spin down), eV: -2.780 / -7.195
Electronic energy, eV: -8363.8451

Atomic partial charges in e from the Mulliken method, atoms 1 to 2: atom 1 (H): 0.2198, atom 2 (H): 0.3571

***

Formula: C12H17N
Source: the OMol25 dataset
Level of theory: ωB97M-V/def2-TZVPD

Positions of all 30 atoms, in Å:
H (-0.0759, -0.8382, -2.6622)
H (2.0393, 2.4256, 1.9768)
H (3.5085, 2.7700, 1.1230)
C (-2.9251, -1.5833, -0.2850)
H (-2.0429, -2.7671, 2.2887)
C (-0.9359, 1.0518, -2.0556)
C (1.2203, 1.2536, -0.2832)
H (-3.9687, -1.4162, -0.0001)
H (-1.6618, 1.0123, -2.8554)
H (3.6504, -0.7920, 0.5840)
H (-2.7619, -0.9997, -1.1856)
C (0.4152, 2.3656, -0.5419)
H (3.4843, 1.4710, 2.3416)
H (-0.4224, -2.1094, 2.0560)
C (2.7845, -0.2672, 0.2145)
H (-1.3967, 3.0606, -1.4763)
C (-0.6923, 2.2467, -1.3521)
H (-1.1476, -0.5597, 0.4152)
H (-2.8768, -2.6512, -0.4935)
N (1.9344, -0.8311, -0.7122)
H (-2.5507, -0.6551, 1.5934)
C (-1.3457, -2.3849, 1.5463)
H (-1.0452, -3.1758, 0.8583)
C (0.9692, 0.0897, -1.0330)
H (1.8982, -1.8189, -0.8918)
C (-1.9489, -1.1488, 0.8399)
C (2.9222, 1.9482, 1.5406)
C (2.4010, 0.9963, 0.5036)
H (0.6520, 3.3344, -0.1092)
C (-0.0810, -0.0272, -1.9448)

Atomic forces in eV per Å
H -0.39 -0.20 0.21
H 0.16 -0.02 0.24
H 0.15 -0.15 -0.07
C -0.35 0.28 0.43
H 0.01 -0.28 -0.04
C 0.56 -0.14 -0.50
C 0.13 -0.25 -0.74
H 0.08 0.10 0.06
H -0.38 0.12 0.22
H -0.11 -0.19 0.07
H 0.06 -0.13 -0.21
C -0.18 0.51 0.59
H 0.04 -0.07 -0.12
H -0.03 0.09 0.29
C 0.27 -0.06 0.19
H 0.26 0.13 -0.06
C -0.29 -0.40 -0.16
H -0.07 0.46 0.20
H 0.31 -0.01 -0.22
N 0.35 -0.16 -0.02
H 0.36 0.76 0.04
C 0.39 0.57 -0.04
H -0.28 -0.05 -0.14
C -0.30 -0.40 0.06
H -0.05 0.11 -0.19
C -0.55 -1.79 -0.27
C -0.38 0.25 -0.24
C -0.20 0.58 0.37
H -0.09 -0.15 0.15
C 0.52 0.48 -0.11

Computed properties:
2S+1: 1
Kohn-Sham gap, eV: 8.82
SMILES: Cc1c[nH]c2ccccc12.CCC
Lowest unoccupied orbital energy, eV: 0.887
Electronic energy, eV: -14209.8286

Atomic partial charges in e from the Mulliken method, atoms 1 to 2: atom 1 (H): 0.3352, atom 2 (H): 0.3376

***

Formula: C5H6N2O2
Source: the OMol25 dataset
Level of theory: ωB97M-V/def2-TZVPD

Positions of all 15 atoms, in Å:
H (-1.7064, 1.6917, 0.7028)
C (-0.4645, -0.2102, 1.3198)
H (-0.1413, -0.1376, 2.3644)
O (-0.5306, 2.3653, -1.4208)
N (0.5664, -2.2616, 0.4383)
H (-0.0919, 1.9790, 1.3299)
C (-0.7138, 1.2910, 0.6895)
C (0.3662, -0.3623, -2.3499)
H (1.6141, -0.4040, 0.3876)
C (-0.3148, 1.3753, -0.7832)
O (0.5222, -0.9506, -3.3630)
C (0.6886, -0.9797, 0.6604)
N (0.1640, 0.1694, -1.2947)
H (-1.3302, -0.9084, 1.2273)
H (1.3718, -2.6573, 0.0915)

Atomic forces in eV per Å
H -0.73 -0.21 0.38
C -0.16 0.42 -1.24
H -0.47 0.23 -0.04
O 0.43 -0.17 -0.43
N -2.24 3.68 1.84
H -0.50 -0.42 -1.00
C 2.31 -1.82 1.15
C -0.17 -0.88 -2.87
H -0.59 -0.60 0.68
C -0.94 0.54 1.03
O -0.04 0.99 2.16
C 0.13 -2.01 -0.32
N 0.08 0.41 -0.53
H 0.45 0.82 0.23
H 2.44 -0.97 -1.05

Computed properties:
2S+1: 1
Kohn-Sham gap, eV: 10.57
SMILES: [H]/N=C/CCC(=O)N=C=O
Lowest unoccupied orbital energy, eV: 0.401
Electronic energy, eV: -12356.1478

Atomic partial charges in e from the Mulliken method, atoms 1 to 2: atom 1 (H): 0.3409, atom 2 (C): -0.5462

***

Calculated relative energy (zero: lowest compared OMol25 entry of this formula, charge and spin) (kJ/mol), listed in the same order as above: 339.67, 89.59, 49.10, 142.14